Record 1
41
Properties=species:S:1:pos:R:3:forces:R:3 method="wB97M-V/def2-TZVPD" s_squared=6.04 spin_multiplicity=5 homo_ev="-11.110 / -11.626" total_charge=+1 homo_lumo_gap_ev="8.3 / 4.2" lumo_ev="-2.8 / -7.4"
Pt 6.492479 14.655160 12.936716 -0.36 0.79 0.24
O 5.934478 12.359103 11.893689 0.38 -1.04 -0.94
C 6.838666 11.681562 11.067046 -0.58 1.09 1.26
C 8.366723 12.929691 11.129640 0.11 0.29 0.08
O 9.251685 12.438104 10.532547 0.29 0.24 -0.08
O 8.043861 13.919046 11.769561 0.37 -0.15 -0.48
C 6.503192 11.780958 9.659785 -0.41 -0.29 -0.53
C 5.231183 12.259917 9.288093 0.37 -0.05 0.05
C 4.805455 12.095523 7.985630 -0.03 0.07 -0.29
C 5.627092 11.479624 7.046359 0.04 0.05 0.01
C 6.908484 11.053101 7.398962 -0.18 -0.07 -0.39
C 7.343037 11.199428 8.694951 -0.29 0.02 0.08
C 7.332718 10.417112 11.662992 -0.08 -0.73 -0.45
C 6.366748 9.667220 12.354378 0.27 -0.04 0.09
C 6.638178 8.374530 12.780626 0.12 0.13 -0.29
C 7.855829 7.804370 12.460376 0.33 -0.02 0.15
C 8.821812 8.532231 11.767996 -0.34 -0.36 -0.09
C 8.560482 9.818056 11.344514 -0.15 0.05 0.16
H 5.949164 11.902756 12.741043 -0.07 -0.03 0.34
H 4.577159 12.696843 10.029845 0.05 -0.01 -0.03
H 3.822296 12.443169 7.687105 0.07 -0.07 0.08
H 5.258611 11.325059 6.038733 0.08 0.05 0.05
H 7.549580 10.575372 6.658122 -0.17 0.15 0.20
H 8.310877 10.826219 8.972302 0.14 0.00 0.02
H 5.364692 10.052261 12.478222 -0.09 0.06 0.10
H 5.887191 7.788525 13.289050 -0.09 0.06 0.04
H 8.057028 6.781046 12.741049 0.04 -0.06 0.05
H 9.748741 8.055698 11.479276 0.06 0.04 0.11
H 9.304934 10.322829 10.748945 -0.07 0.06 0.19
Br 3.264640 20.392734 15.457222 0.20 -0.44 -0.01
C 4.029794 18.691908 15.256468 -0.15 -0.05 3.02
C 4.338667 17.893843 16.433519 -1.32 3.07 -0.79
Br 3.943708 18.611438 18.126440 0.10 -0.18 -0.29
C 4.892886 16.660599 16.325789 1.02 -2.58 -0.46
Br 5.299389 15.601868 17.799193 -0.01 0.08 -0.18
C 5.194419 16.113028 15.034715 0.22 0.24 -0.52
O 5.777653 14.980347 14.801193 -0.80 1.14 1.26
C 4.886701 16.930375 13.869287 0.77 -1.53 -0.21
O 5.245436 16.395665 12.749775 -0.14 0.67 0.12
C 4.283058 18.193590 14.004323 0.18 -0.47 -1.67
Br 3.856997 19.134149 12.466093 0.13 -0.18 0.01

=====

Record 2
42
Properties=species:S:1:pos:R:3:forces:R:3 method="wB97M-V/def2-TZVPD" s_squared=2.02 spin_multiplicity=3 homo_ev="-14.590 / -14.818" total_charge=+2 homo_lumo_gap_ev="6.1 / 6.6" e_above_lowest_kj_mol=45.7 lumo_ev="-8.5 / -8.2"
W 0.229848 0.088233 -0.685304 0.72 -2.77 1.20
Cl -3.265039 -4.347462 4.048394 -0.06 -0.04 0.05
C -2.304163 -3.250840 3.156864 0.08 0.07 -0.03
C -1.323684 -2.497832 3.825026 -0.06 -0.02 -0.04
C -0.514565 -1.617223 3.140515 0.23 0.26 -0.37
Cl 0.687862 -0.691728 3.939487 -0.07 -0.08 0.09
C -0.663768 -1.455031 1.753275 -0.66 -0.43 0.12
O 0.137235 -0.625396 1.105635 0.43 1.01 -0.63
C -1.672020 -2.205652 1.080026 0.29 0.37 0.20
C -1.862452 -2.056302 -0.308800 0.00 -0.06 0.30
O -1.137793 -1.343628 -1.067135 -0.35 -0.04 -0.41
C -2.485353 -3.101757 1.806189 -0.13 -0.09 -0.07
H -1.202373 -2.599860 4.895899 0.00 -0.04 -0.01
H -2.672461 -2.604345 -0.791311 0.04 -0.02 -0.08
H -3.248694 -3.671881 1.291325 0.00 0.00 0.02
O -0.259609 3.473756 -1.107944 0.67 0.38 -0.29
B 0.017123 2.180501 -0.983624 -1.21 0.64 0.31
O -1.236472 1.506085 -0.427212 0.32 0.59 -0.09
C -2.149366 2.530229 -0.273445 -0.39 0.81 -0.13
C -3.455438 2.472232 0.166977 0.20 -0.24 0.01
C -4.141438 3.676452 0.196777 -0.05 0.08 -0.01
C -3.541382 4.872623 -0.199354 -0.05 -0.06 0.02
C -2.229728 4.920113 -0.651671 0.22 0.07 -0.05
C -1.553046 3.723108 -0.685631 -0.52 -0.60 0.30
H -3.913851 1.542797 0.475724 -0.02 0.02 -0.01
H -5.169846 3.682676 0.530241 0.02 0.02 0.02
H -4.113961 5.788506 -0.157554 0.00 0.00 0.00
H -1.759658 5.843578 -0.960208 -0.01 -0.02 -0.02
S 3.071831 -3.426841 -1.414850 -0.08 0.20 0.01
C 1.663354 -2.549428 -1.132560 0.18 -0.17 -0.13
N 1.774269 -1.229530 -1.185139 0.29 -0.07 -0.34
C 3.096099 -0.862498 -1.484811 0.28 0.21 0.05
C 3.571894 0.444146 -1.601583 -0.16 -0.14 0.04
C 4.906643 0.626463 -1.888449 -0.07 0.07 0.01
C 5.761994 -0.468734 -2.066317 0.00 -0.05 -0.01
C 5.302873 -1.763256 -1.945159 0.12 -0.09 -0.02
C 3.956529 -1.949556 -1.647599 -0.30 0.08 0.05
H 0.737368 -3.059711 -0.918614 -0.04 0.05 0.00
H 2.891746 1.279218 -1.467630 0.13 0.10 -0.05
H 5.302076 1.628640 -1.980370 -0.01 -0.01 -0.01
H 6.801462 -0.292915 -2.305447 0.01 -0.02 0.02
H 5.965953 -2.607951 -2.074635 0.01 0.02 -0.01

=====

Record 3
40
Properties=species:S:1:pos:R:3:forces:R:3 method="wB97M-V/def2-TZVPD" s_squared=2.01 spin_multiplicity=3 homo_ev="-7.674 / -8.512" homo_lumo_gap_ev="7.4 / 7.2" e_above_lowest_kj_mol=46.1 lumo_ev="-0.3 / -1.3"
Pt 0.087088 0.797861 0.051981 0.17 -0.16 0.03
S 0.304723 -3.126264 -2.471485 -0.04 0.15 0.03
C -1.368869 -3.073272 -1.993544 0.13 0.19 0.12
C -2.363837 -4.026494 -2.166179 -0.03 -0.06 -0.03
C -3.620124 -3.751893 -1.658721 0.03 -0.04 -0.03
C -3.881834 -2.549507 -0.994991 -0.01 0.04 0.02
C -2.896314 -1.598385 -0.827007 0.04 0.07 0.02
C -1.624302 -1.863105 -1.330355 -0.17 -0.35 -0.15
N -0.527822 -1.036941 -1.241947 0.23 0.42 0.01
C 0.540778 -1.545368 -1.778490 -0.33 -0.36 -0.06
C 1.806106 -0.832869 -1.726027 0.41 0.28 0.07
C 2.948132 -1.273543 -2.394871 -0.25 -0.06 0.00
C 4.117554 -0.543171 -2.310352 0.14 0.00 -0.02
C 4.144724 0.630737 -1.566911 -0.07 0.02 0.02
C 3.009201 1.066286 -0.895319 0.06 0.02 0.00
C 1.824791 0.340085 -0.945230 -0.25 -0.15 0.01
H -2.159028 -4.955839 -2.681151 -0.02 0.00 0.01
H -4.413240 -4.478404 -1.775242 0.01 0.00 -0.01
H -4.875637 -2.363569 -0.609697 0.01 0.01 0.00
H -3.083688 -0.660175 -0.320050 -0.01 -0.01 0.00
H 2.905183 -2.180443 -2.988685 0.08 0.01 0.00
H 5.009337 -0.880852 -2.821981 -0.03 0.00 -0.02
H 5.055042 1.214328 -1.508128 0.01 -0.02 -0.02
H 3.054872 1.987844 -0.327618 -0.01 -0.02 0.03
N -1.115109 2.466675 -0.060201 -0.14 0.14 -0.20
C -1.229876 3.410934 -0.768815 0.33 0.26 0.51
N -1.435097 4.375611 -1.519748 -0.56 -0.47 -0.68
C -1.158370 5.643113 -1.622249 0.29 0.34 0.34
N -0.957368 6.773360 -1.776158 -0.02 -0.15 0.01
Br -0.261563 -1.617609 2.149473 0.04 -0.04 0.27
C -0.005758 -0.001076 3.106535 -0.03 0.06 -0.27
C 0.112570 -0.018188 4.482582 0.01 -0.01 0.10
C 0.301892 1.195353 5.125075 -0.03 -0.02 -0.13
C 0.351417 2.358246 4.370149 0.00 0.01 0.12
C 0.206811 2.269228 2.999589 -0.05 0.09 -0.12
N 0.036043 1.103131 2.371841 0.04 -0.20 0.07
H 0.055227 -0.951761 5.021871 0.01 0.01 0.00
H 0.400670 1.231423 6.201483 0.01 -0.01 0.00
H 0.494891 3.321050 4.839246 -0.01 0.01 -0.04
H 0.210795 3.143481 2.361340 0.01 0.00 0.00

=====

Record 4
42
Properties=species:S:1:pos:R:3:forces:R:3 method="wB97M-V/def2-TZVPD" homo_ev=-8.955 homo_lumo_gap_ev=8.8 e_above_lowest_kj_mol=67.2 lumo_ev=-0.2
F 1.330600 -4.520649 2.114096 0.21 0.73 -1.27
C 1.543581 -3.800717 0.956581 -0.67 0.01 0.53
C 2.756922 -3.940391 0.301221 -0.03 -0.33 0.01
C 2.901380 -3.214612 -0.872207 0.37 0.44 -0.65
F 4.091878 -3.325035 -1.559717 -1.36 0.07 0.64
C 1.923407 -2.327500 -1.351387 0.43 -0.03 0.22
C 0.761832 -2.132468 -0.598437 0.28 0.79 0.69
C -0.147261 -0.902515 -0.875409 0.35 -2.09 -5.08
C -1.647545 -1.207190 -1.143647 0.06 0.88 0.64
C -2.264013 -0.724837 -2.301933 -0.40 0.28 0.04
C -3.667246 -0.699571 -2.363269 0.29 0.48 -0.68
F -4.273683 -0.122968 -3.459613 0.71 -0.73 1.11
C -4.479124 -1.167316 -1.340520 -0.21 -0.27 -0.02
C -3.826366 -1.738101 -0.259125 0.26 -0.34 0.75
F -4.582884 -2.249035 0.775331 0.81 0.51 -1.13
C -2.427399 -1.768225 -0.140640 -0.92 -0.06 0.34
C 0.542186 -2.914625 0.528185 0.44 -0.57 0.65
H 3.537180 -4.616090 0.679667 -0.44 0.45 -0.27
H 2.091325 -1.740218 -2.252724 0.18 -0.14 0.25
H 0.242493 -0.424782 -1.786682 -0.67 -2.35 -1.00
H -1.659472 -0.307448 -3.105314 -0.30 0.05 0.14
H -5.576795 -1.124816 -1.389209 0.69 0.02 -0.01
H -1.974474 -2.183148 0.757343 -0.49 0.28 -0.19
H -0.369978 -2.815085 1.112243 0.57 -0.12 0.06
C 0.747707 5.096228 1.946813 -0.34 -0.15 -0.17
C -0.163462 4.324222 1.221594 0.15 -0.27 -0.24
C 0.252351 3.076754 0.758234 0.04 -0.35 -0.18
C 1.513119 2.593776 1.044245 -0.17 -0.25 -0.23
C 2.413875 3.336370 1.805933 -0.17 -0.14 -0.31
C 2.023807 4.607008 2.236063 0.20 -0.34 -0.04
S 1.853500 0.937432 0.419200 0.47 -0.89 -1.19
O 2.987500 0.992551 -0.509144 -1.39 0.07 1.36
O 1.858314 0.012298 1.525459 0.87 0.04 0.22
C 0.319894 0.585761 -0.416447 -0.57 1.56 5.13
S -0.798287 1.950412 -0.180896 -0.29 -0.28 -1.69
O -1.811484 1.422466 0.690894 -0.84 0.48 0.07
O -1.171619 2.586957 -1.451417 0.51 -0.71 1.88
H 0.441465 6.086603 2.284763 0.15 -0.29 -0.04
H -1.174755 4.647339 0.990011 0.21 0.17 0.11
H 3.384810 2.899500 2.023739 -0.08 0.29 0.05
H 2.734425 5.207601 2.804698 -0.27 -0.13 -0.13
H -0.237704 -0.395933 0.381423 1.33 3.22 -0.40